<A>
The following is a DFT calculation (ωB97M-V/def2-TZVPD) of an isolated molecule of C4H8N2OS.

Total charge   0
HOMO-LUMO gap   9.3 eV

Each line ends with the Löwdin charge.
Cartesian coordinates (Å):
C  -1.097  -0.183  1.236  -0.06
C  -1.089  -0.569  -0.198  -0.28
C  -0.205  -1.650  -0.760  -0.08
N  0.174  -0.223  -0.946  -0.04
C  1.295  0.243  -0.200  -0.91
S  2.672  -0.602  0.182  0.63
N  1.181  1.536  0.077  -0.03
O  0.068  2.265  -0.413  0.00
H  -1.789  -0.949  1.821  0.13
H  -0.134  -0.379  1.693  0.07
H  -1.297  0.895  1.250  0.08
H  -1.922  -0.311  -0.889  0.14
H  0.341  -2.124  -0.018  0.06
H  -0.343  -2.228  -1.660  0.11
H  2.016  2.054  0.170  0.12
H  0.130  2.224  -1.346  0.08

---

<B>
The following is a DFT calculation (ωB97M-V/def2-TZVPD) of C4H8N2OS as an isolated structure.

Total charge   0
HOMO-LUMO gap   8.4 eV

Each line ends with the Löwdin charge.
Cartesian coordinates (Å):
C  -0.872  0.983  -0.915  -0.36
C  -0.340  0.828  0.555  -0.04
C  0.188  0.038  -0.647  -0.30
C  0.209  -2.392  1.479  -0.72
H  -0.334  3.269  -1.081  0.18
H  1.005  1.732  -1.770  0.20
H  -1.975  0.906  -1.160  0.16
H  0.127  1.730  0.983  0.10
H  -1.169  0.410  1.104  0.08
H  1.116  0.325  -0.992  0.08
H  1.986  -1.335  0.615  0.28
H  1.068  -2.840  2.142  0.10
N  -0.344  2.114  -1.788  -0.07
N  0.805  -1.674  0.485  -0.18
O  -0.037  -1.443  -0.614  -0.09
S  -1.432  -2.652  1.605  0.57

---

Most favorable structure: <A>. The second most favorable one is 509.8 kJ/mol above it.

---

<A>
The following is a DFT calculation (ωB97M-V/def2-TZVPD) of an isolated molecule of C4H8N2OS.

Total charge   0
HOMO-LUMO gap   9.4 eV

Each line ends with the Löwdin charge.
Cartesian coordinates (Å):
C  0.974  -0.712  1.891  0.08
C  -0.006  -0.629  0.907  -0.33
C  -1.114  -1.639  0.666  -0.07
C  -0.093  0.589  0.097  -0.43
N  -0.815  1.626  0.404  0.03
O  -1.653  1.277  1.464  -0.10
N  0.799  0.774  -1.008  -0.37
S  0.984  -0.533  -2.086  0.76
H  1.659  0.112  1.974  0.05
H  1.021  -1.520  2.685  0.08
H  -1.283  -2.279  1.587  0.10
H  -2.049  -1.168  0.340  0.08
H  -0.882  -2.258  -0.196  0.06
H  -2.248  2.094  1.608  0.14
H  0.536  1.636  -1.516  0.08
H  2.274  -0.755  -1.951  -0.16

---

<B>
The following is a DFT calculation (ωB97M-V/def2-TZVPD) of an isolated molecule of C4H8N2OS.

Total charge   0
HOMO-LUMO gap   8.8 eV

Each line ends with the Löwdin charge.
Cartesian coordinates (Å):
S  3.276  -0.123  0.252  0.59
C  1.711  -0.210  -0.434  -0.81
N  0.997  -1.340  -0.482  -0.06
N  -0.329  -1.273  -0.700  -0.15
C  -1.149  -0.775  0.442  -0.18
C  -0.698  0.718  0.731  -0.15
C  -0.031  1.508  -0.528  -0.25
O  1.188  1.029  -0.792  -0.15
H  1.134  -1.874  0.477  0.18
H  -0.866  -2.029  -1.373  0.20
H  -2.229  -0.758  0.146  0.11
H  -0.877  -1.280  1.576  0.16
H  0.022  0.976  1.399  0.05
H  -1.585  1.432  0.934  0.13
H  -0.832  1.492  -1.505  0.18
H  0.268  2.507  -0.144  0.13

---

<C>
The following is a DFT calculation (ωB97M-V/def2-TZVPD) of C4H8N2OS as an isolated structure.

Total charge   0
HOMO-LUMO gap   8.0 eV

Each line ends with the Löwdin charge.
Cartesian coordinates (Å):
C  0.334  -1.566  0.324  -0.12
C  0.257  -0.184  2.299  -0.29
C  0.154  0.883  0.097  -0.73
C  0.140  0.826  -1.531  -0.41
H  -0.726  -2.216  0.844  0.16
H  1.604  -2.089  0.481  0.18
H  0.098  -1.388  -1.052  0.14
H  0.244  -1.231  2.793  0.15
H  0.675  -0.211  -1.750  0.09
H  0.734  1.820  -1.722  0.08
H  -1.489  -0.273  -1.835  0.11
H  -1.732  1.737  -1.281  0.17
N  0.239  -0.252  0.915  -0.21
N  -1.261  0.845  -2.000  -0.08
O  0.506  0.856  2.944  -0.02
S  0.222  2.445  0.475  0.78

---

Most favorable structure: <A>. The second most favorable one is 118.8 kJ/mol above it.

---

<A>
The following is a DFT calculation (ωB97M-V/def2-TZVPD) of C45H40N4O4P2Sn as an isolated structure.

Total charge   +2
HOMO-LUMO gap   7.1 eV

Each line ends with the Löwdin charge.
Cartesian coordinates (Å):
Sn  1.768  -0.718  -0.739  1.25
C  -2.278  1.292  2.213  -0.23
C  -1.627  1.933  0.982  -0.26
P  -2.614  1.397  -0.436  1.07
C  -4.138  2.337  -0.513  -0.32
C  -5.429  1.823  -0.595  -0.07
C  -6.503  2.696  -0.694  -0.04
C  -6.293  4.066  -0.715  -0.03
C  -5.002  4.579  -0.654  -0.04
C  -3.924  3.721  -0.558  -0.07
C  -1.780  1.519  -1.999  -0.36
C  -2.473  1.202  -3.172  -0.09
C  -1.866  1.410  -4.394  -0.04
C  -0.587  1.961  -4.448  -0.03
C  0.084  2.305  -3.285  -0.04
C  -0.506  2.083  -2.048  -0.08
C  -2.238  -0.232  2.042  -0.27
P  -2.904  -0.671  0.413  1.08
C  -1.960  -1.968  -0.362  -0.35
C  -1.727  -3.072  0.469  -0.07
C  -1.167  -4.218  -0.063  -0.04
C  -0.849  -4.270  -1.415  -0.04
C  -1.062  -3.170  -2.234  -0.05
C  -1.614  -2.011  -1.711  -0.10
C  -4.613  -1.165  0.521  -0.37
C  -5.395  -0.771  1.608  -0.08
C  -6.729  -1.138  1.652  -0.04
C  -7.279  -1.883  0.616  -0.03
C  -6.499  -2.276  -0.464  -0.04
C  -5.161  -1.923  -0.516  -0.07
H  -3.304  1.649  2.336  0.11
H  -1.722  1.571  3.109  0.11
H  -0.593  1.590  0.855  0.07
H  -1.624  3.024  1.022  0.12
H  -5.614  0.760  -0.600  0.08
H  -7.507  2.300  -0.759  0.12
H  -7.136  4.740  -0.789  0.12
H  -4.837  5.647  -0.687  0.12
H  -2.920  4.132  -0.534  0.12
H  -3.485  0.811  -3.132  0.12
H  -2.390  1.163  -5.307  0.12
H  -0.121  2.135  -5.408  0.12
H  1.068  2.750  -3.334  0.12
H  0.034  2.339  -1.148  0.09
H  -2.778  -0.774  2.818  0.11
H  -1.203  -0.576  2.040  0.07
H  -1.982  -3.044  1.522  0.12
H  -0.972  -5.067  0.578  0.13
H  -0.418  -5.172  -1.829  0.12
H  -0.788  -3.207  -3.280  0.12
H  -1.752  -1.145  -2.344  0.09
H  -4.980  -0.177  2.413  0.11
H  -7.340  -0.845  2.495  0.12
H  -8.322  -2.168  0.656  0.12
H  -6.931  -2.866  -1.261  0.12
H  -4.546  -2.247  -1.347  0.11
C  5.669  -1.525  -0.485  0.03
C  5.058  -0.286  0.058  -0.30
N  3.772  0.026  0.039  0.02
C  3.640  1.260  0.634  -0.13
C  4.868  1.704  1.018  -0.04
N  5.737  0.713  0.647  0.21
C  5.410  2.916  1.701  -0.47
O  4.548  3.855  2.032  0.16
O  6.592  2.973  1.909  0.14
C  2.288  1.837  0.788  -0.58
O  2.117  2.963  1.244  0.06
O  1.333  1.053  0.408  -0.29
H  5.072  -2.389  -0.195  0.08
H  6.681  -1.656  -0.107  0.10
H  5.713  -1.483  -1.574  0.10
H  6.733  0.773  0.824  0.19
H  3.623  3.623  1.769  0.08
C  -0.282  1.357  5.919  -0.07
C  -0.469  -0.021  5.931  -0.06
C  -0.014  -0.798  4.877  -0.03
C  0.615  -0.186  3.795  -0.27
C  0.788  1.193  3.770  -0.03
C  0.355  1.961  4.843  -0.07
N  1.039  -0.934  2.643  0.06
N  1.363  -2.094  2.918  0.08
C  1.775  -2.927  1.831  -0.28
C  2.050  -4.226  2.242  -0.02
C  2.462  -5.187  1.329  -0.06
C  2.596  -4.836  -0.001  -0.08
C  2.309  -3.530  -0.400  -0.22
C  1.903  -2.535  0.490  -0.31
H  -0.622  1.956  6.754  0.11
H  -0.955  -0.493  6.775  0.11
H  -0.134  -1.873  4.884  0.11
H  1.279  1.661  2.929  0.08
H  0.523  3.030  4.840  0.12
H  1.945  -4.463  3.293  0.12
H  2.683  -6.192  1.660  0.11
H  2.921  -5.568  -0.730  0.11
H  2.409  -3.301  -1.462  0.07

---

<B>
The following is a DFT calculation (ωB97M-V/def2-TZVPD) of C45H40N4O4P2Sn as an isolated structure.

Total charge   +2
HOMO-LUMO gap   7.5 eV

Each line ends with the Löwdin charge.
Cartesian coordinates (Å):
Sn  -0.104  0.141  -0.964  1.19
C  0.399  1.809  2.926  -0.25
C  1.674  1.430  2.184  -0.29
P  1.749  0.089  0.929  1.02
C  3.271  0.554  0.074  -0.39
C  3.230  1.674  -0.759  -0.13
C  4.372  2.095  -1.415  -0.05
C  5.563  1.398  -1.237  -0.04
C  5.611  0.295  -0.398  -0.04
C  4.466  -0.131  0.262  -0.06
C  1.987  -1.472  1.802  -0.36
C  1.491  -2.673  1.288  -0.11
C  1.715  -3.868  1.952  -0.04
C  2.422  -3.872  3.148  -0.04
C  2.901  -2.683  3.679  -0.05
C  2.679  -1.485  3.017  -0.08
C  -0.571  2.601  2.065  -0.32
P  -1.596  1.734  0.818  1.02
C  -2.294  3.202  -0.010  -0.38
C  -3.672  3.385  -0.111  -0.07
C  -4.181  4.504  -0.757  -0.05
C  -3.321  5.448  -1.301  -0.05
C  -1.947  5.272  -1.205  -0.05
C  -1.436  4.154  -0.565  -0.11
C  -3.003  0.963  1.646  -0.39
C  -3.487  1.420  2.873  -0.07
C  -4.647  0.876  3.403  -0.05
C  -5.338  -0.110  2.710  -0.05
C  -4.870  -0.557  1.481  -0.05
C  -3.703  -0.025  0.954  -0.12
H  0.703  2.457  3.750  0.13
H  -0.084  0.955  3.391  0.10
H  2.450  1.135  2.891  0.09
H  2.068  2.299  1.654  0.10
H  2.302  2.226  -0.901  0.10
H  4.337  2.956  -2.069  0.12
H  6.457  1.722  -1.754  0.12
H  6.541  -0.241  -0.259  0.12
H  4.502  -1.005  0.900  0.11
H  0.896  -2.686  0.390  0.07
H  1.330  -4.791  1.538  0.12
H  2.594  -4.804  3.672  0.12
H  3.457  -2.685  4.607  0.12
H  3.075  -0.576  3.449  0.10
H  -0.021  3.366  1.513  0.08
H  -1.286  3.146  2.684  0.10
H  -4.356  2.661  0.315  0.11
H  -5.252  4.640  -0.826  0.12
H  -3.720  6.325  -1.793  0.12
H  -1.273  6.005  -1.629  0.12
H  -0.360  4.024  -0.529  0.10
H  -2.979  2.203  3.421  0.11
H  -5.020  1.234  4.354  0.12
H  -6.252  -0.520  3.121  0.12
H  -5.415  -1.314  0.931  0.12
H  -3.349  -0.370  -0.011  0.10
C  -1.582  -2.096  3.526  0.02
C  -1.810  -2.598  2.147  -0.36
N  -1.340  -2.100  1.022  0.13
C  -1.771  -2.952  0.023  -0.14
C  -2.531  -3.967  0.554  -0.05
N  -2.530  -3.713  1.904  0.18
C  -3.253  -5.119  -0.077  -0.44
O  -3.818  -6.026  0.759  0.14
O  -3.357  -5.249  -1.250  0.19
C  -1.331  -2.745  -1.382  -0.49
O  -1.471  -3.543  -2.248  0.19
O  -0.758  -1.542  -1.674  -0.22
H  -0.892  -1.266  3.473  0.06
H  -1.133  -2.870  4.151  0.09
H  -2.508  -1.761  3.995  0.09
H  -3.026  -4.218  2.621  0.17
H  -3.649  -5.887  1.696  0.10
C  5.028  -2.549  -3.230  -0.05
C  4.081  -2.806  -2.251  -0.05
C  3.017  -1.935  -2.089  -0.04
C  2.893  -0.822  -2.890  -0.24
C  3.828  -0.567  -3.890  -0.01
C  4.896  -1.429  -4.048  -0.05
N  1.721  -0.001  -2.707  0.01
N  1.522  0.800  -3.619  0.12
C  0.282  1.493  -3.600  -0.28
C  0.007  2.243  -4.734  0.01
C  -1.258  2.787  -4.901  -0.03
C  -2.243  2.539  -3.959  -0.03
C  -1.956  1.805  -2.808  -0.11
C  -0.679  1.318  -2.614  -0.26
H  5.862  -3.224  -3.367  0.12
H  4.166  -3.686  -1.626  0.12
H  2.256  -2.134  -1.362  0.08
H  3.710  0.297  -4.529  0.11
H  5.625  -1.240  -4.825  0.12
H  0.778  2.349  -5.487  0.13
H  -1.487  3.363  -5.787  0.12
H  -3.247  2.913  -4.111  0.12
H  -2.749  1.606  -2.106  0.09

---

Most favorable structure: <A>. The second most favorable one is 132.5 kJ/mol above it.

---

<A>
The following is a DFT calculation (ωB97M-V/def2-TZVPD) of a 2-piece molecular cluster, CH5O3PS overall.

Total charge   0
HOMO-LUMO gap (spin up / spin down)   5.3 / 5.2 eV

Each line ends with the Löwdin charge.
Cartesian coordinates (Å):
C  -1.995  0.788  0.402  -0.28
O  2.268  -0.986  -1.495  -0.26
O  1.015  -0.982  0.689  -0.29
O  -1.320  -0.291  -0.041  -0.27
P  1.614  0.020  -0.445  0.36
S  2.964  1.211  0.205  0.37
H  -2.891  0.450  0.774  0.05
H  -2.004  1.350  -0.413  0.02
H  -1.455  1.295  1.310  0.11
H  1.752  -1.760  -1.855  0.12
H  0.052  -1.095  0.868  0.05

---

<B>
The following is a DFT calculation (ωB97M-V/def2-TZVPD) of an isolated molecule of CH5O3PS.

Total charge   0
HOMO-LUMO gap   9.3 eV

Each line ends with the Löwdin charge.
Cartesian coordinates (Å):
O  -2.642  -0.557  -0.396  -0.54
S  -1.459  -0.492  0.461  0.70
P  -0.704  1.599  0.001  0.73
O  -0.272  -1.270  -0.335  -0.43
C  1.111  -0.945  -0.121  -0.32
O  1.449  0.406  -0.316  -0.18
H  -1.795  2.099  0.499  -0.21
H  -0.308  1.522  1.335  -0.12
H  1.594  -1.755  -0.803  0.17
H  1.366  -1.057  0.921  0.12
H  1.660  0.448  -1.246  0.09

---

Most favorable structure: <B>. The second most favorable one is 45.8 kJ/mol above it.